C5H10AsCl10F6NiO4PY | ωB97M-V/def2-TZVPD

```
39
Properties=species:S:1:pos:R:3
Y 0.75 -0.79 -2.05
Ni -1.79 -2.68 -0.03
P -1.60 -0.51 -0.84
O -0.64 0.65 -1.19
O -1.37 -1.68 -1.78
O -2.40 -0.90 0.40
O -0.36 -1.35 -0.30
As 1.06 -4.68 -1.23
F 1.27 -3.01 -1.83
F 2.48 -5.16 -2.25
F 0.91 -6.37 -0.65
F -0.41 -4.13 -0.37
F 0.06 -5.05 -2.67
F 2.25 -4.20 0.03
C -0.82 1.04 2.36
Cl -1.93 1.87 3.47
Cl 0.88 1.10 2.85
H -1.13 -0.01 2.40
H -0.85 1.38 1.33
C -4.91 0.81 0.89
Cl -5.69 1.39 -0.59
Cl -5.78 1.41 2.34
H -4.88 -0.28 0.92
H -3.89 1.20 0.96
C -1.23 3.77 -0.47
Cl -0.71 5.49 -0.71
Cl -2.92 3.74 0.01
H -1.04 3.29 -1.43
H -0.60 3.28 0.27
C 3.35 2.89 -0.99
Cl 2.11 1.70 -0.85
Cl 2.74 3.97 -2.31
H 3.35 3.39 -0.02
H 4.32 2.46 -1.22
C 3.91 -0.82 1.27
Cl 5.24 -0.11 0.29
Cl 2.46 -1.18 0.27
H 4.19 -1.79 1.69
H 3.60 -0.11 2.04
```

Spin multiplicity: 4
HOMO-LUMO gap (alpha / beta) (eV): 4.282 / 6.391
M (g/mol): 856.14
Calculated total energy (a.u.): -9822.40124
<S²>: 3.76

=====

C7H7N5O | ωB97M-V/def2-TZVPD

```
20
Properties=species:S:1:pos:R:3
C -2.87 0.34 0.03
C -1.01 -0.35 1.50
C 0.67 -0.46 -0.84
C 0.30 1.98 -0.92
C -0.35 0.56 -1.06
C -1.54 0.67 0.47
C 2.00 -2.07 0.42
N -3.84 -0.21 -0.23
N -0.06 -1.21 1.39
N -0.26 2.56 0.26
N -1.18 2.00 0.83
N 0.76 -1.19 0.31
O 1.53 -0.70 -1.66
H -1.61 -0.22 2.45
H 1.31 1.93 -0.89
H 0.05 2.62 -1.66
H -0.93 0.37 -2.00
H 2.68 -1.26 0.72
H 1.94 -2.74 1.35
H 2.40 -2.61 -0.48
```

Spin multiplicity: 1
HOMO-LUMO gap (eV): 9.441
M (g/mol): 177.17
Calculated total energy (a.u.): -619.79743

=====

C3H6N4O | ωB97M-V/def2-TZVPD

```
14
Properties=species:S:1:pos:R:3
H -2.23 -1.05 0.63
N -1.72 -0.91 1.51
C -0.63 -0.25 1.31
C 0.35 0.21 2.28
N 1.42 0.64 1.71
N 1.25 0.50 0.33
N -0.05 0.20 -0.02
O -0.08 -0.79 -1.00
C -0.07 -0.06 -2.22
H 0.22 0.09 3.39
H 1.77 1.09 -0.29
H 0.01 -0.80 -3.02
H 0.75 0.64 -2.16
H -1.00 0.50 -2.45
```

Spin multiplicity: 1
HOMO-LUMO gap (eV): 8.990
M (g/mol): 114.11
Calculated total energy (a.u.): -412.02785
SMILES: [H]/N=c1/cn[nH]n1OC

=====

C12H14F12N4O8S4V | ωB97M-V/def2-TZVPD

```
55
Properties=species:S:1:pos:R:3
V -0.85 -1.99 -2.28
C 1.46 0.65 0.38
F 2.47 -0.15 0.66
F 0.40 0.38 1.12
F 1.78 1.99 0.62
S 0.82 0.66 -1.45
O -0.63 0.89 -1.36
O 1.59 1.69 -2.20
N 0.93 -1.02 -1.97
S 2.45 -0.94 -2.50
O 2.39 -0.81 -3.92
O 3.41 -0.08 -1.78
C 3.01 -2.80 -1.97
F 2.39 -3.69 -2.72
F 4.36 -2.94 -2.11
F 2.76 -2.88 -0.68
C -2.23 -4.78 0.93
F -2.51 -5.99 1.36
F -3.32 -4.29 0.48
F -1.82 -4.04 2.00
S -0.65 -4.79 -0.35
O 0.39 -3.99 0.24
O -0.38 -6.22 -0.68
N -1.26 -3.87 -1.77
S -2.16 -4.89 -2.53
O -3.00 -5.80 -1.67
O -2.87 -4.09 -3.52
C -0.81 -5.94 -3.63
F -1.00 -7.30 -3.39
F -1.15 -5.68 -4.85
F 0.46 -5.53 -3.38
C -0.84 4.23 0.40
C -0.42 4.45 -1.04
C 1.02 5.00 -1.04
C 1.26 6.32 -1.69
N 1.38 7.38 -2.16
H -0.25 3.46 0.90
H -1.86 3.85 0.36
H -0.73 5.16 0.96
H -1.10 5.25 -1.32
H -0.54 3.60 -1.70
H 1.73 4.32 -1.50
H 1.31 5.18 -0.01
C -0.94 4.10 4.17
C -0.26 2.74 3.90
C -0.87 1.56 4.64
C -0.28 0.24 4.26
N 0.02 -0.84 3.92
H -1.27 4.32 5.18
H -1.70 4.26 3.40
H -0.30 4.90 3.80
H 0.67 2.88 4.45
H 0.00 2.67 2.84
H -1.95 1.60 4.54
H -0.55 1.61 5.68
```

Spin multiplicity: 3
Total charge: +1
HOMO-LUMO gap (alpha / beta) (eV): 3.334 / 4.992
M (g/mol): 749.45
Calculated total energy (a.u.): -5021.09101
<S²>: 2.15

=====

C5H11N3O2 | ωB97M-V/def2-TZVPD

```
21
Properties=species:S:1:pos:R:3
C 0.52 -1.20 2.19
C 0.87 -0.39 -1.18
C -0.62 -0.61 -1.13
C 0.06 0.71 0.74
C 1.18 0.75 -0.18
N 1.61 -1.63 2.47
N 0.39 1.95 -0.23
N -1.01 -0.16 0.25
O 2.79 -1.57 2.53
O -0.71 -1.55 2.48
H 1.53 -1.18 -0.78
H 1.17 -0.25 -2.15
H -1.10 0.12 -1.78
H -0.95 -1.66 -1.45
H -0.21 0.92 1.87
H 2.16 0.76 0.27
H -0.18 2.22 -1.04
H 0.73 2.80 0.29
H -1.88 0.29 0.47
H -1.02 -1.00 0.90
H -0.61 -2.27 3.15
```

Spin multiplicity: 1
Total charge: +2
HOMO-LUMO gap (eV): 8.652
M (g/mol): 145.16
Calculated total energy (a.u.): -510.98210

=====

Cl2HgIO8 | ωB97M-V/def2-TZVPD

```
12
Properties=species:S:1:pos:R:3
Hg -0.29 0.63 0.48
I 1.33 1.86 -0.55
Cl 1.99 -1.18 1.33
O 2.72 -0.38 0.26
O 0.61 -0.66 1.17
O 1.92 -2.49 0.92
O 2.38 -0.67 2.65
Cl -2.18 0.58 -1.17
O -1.89 0.50 -2.66
O -3.57 0.89 -1.24
O -1.59 -0.74 -0.59
O -1.45 1.65 -0.60
```

Spin multiplicity: 1
Total charge: -1
HOMO-LUMO gap (eV): 7.304
M (g/mol): 526.39
Calculated total energy (a.u.): -1972.65734

=====

CH3N2O2 | ωB97M-V/def2-TZVPD

```
8
Properties=species:S:1:pos:R:3
C 1.70 0.16 0.12
N -1.53 0.17 0.20
N -0.79 -0.92 -0.29
O 2.47 -0.69 -0.23
O 1.13 1.16 0.36
H -1.45 -0.10 1.14
H -0.97 1.05 -0.01
H -0.56 -0.84 -1.28
```

Spin multiplicity: 1
Total charge: -1
HOMO-LUMO gap (alpha / beta) (eV): 4.576 / 4.578
M (g/mol): 75.05
Calculated total energy (a.u.): -299.84145

=====

C10H13CdNO | ωB97M-V/def2-TZVPD

```
26
Properties=species:S:1:pos:R:3
C -1.57 -0.13 -1.79
C -1.09 -1.46 -1.63
C 0.31 -1.47 -1.96
C 0.68 -0.13 -2.31
C -0.49 0.69 -2.21
Cd 0.12 -0.17 -0.05
C -0.38 -1.88 1.54
C -1.55 -1.22 1.62
C -2.79 -0.83 1.84
N -0.76 1.38 0.98
H 0.98 -2.34 -1.94
H -1.68 -2.33 -1.32
H 1.68 0.21 -2.61
H -0.53 1.78 -2.41
H -2.61 0.20 -1.62
H -0.26 -2.71 0.81
H -1.38 2.11 1.40
H 0.44 -1.71 2.25
H -3.47 -1.44 2.45
H -3.18 0.10 1.42
C 2.50 0.62 2.02
C 2.04 0.79 0.62
O 2.63 1.40 -0.27
H 1.75 0.08 2.61
H 2.68 1.61 2.44
H 3.44 0.04 1.97
```

Spin multiplicity: 1
Total charge: -2
HOMO-LUMO gap (alpha / beta) (eV): 3.808 / 3.820
M (g/mol): 275.63
Calculated total energy (a.u.): -686.16898

=====

- The highest M belongs to which entry?
  C5H10AsCl10F6NiO4PY

=====

Copy entry 6 word for word.
Cl2HgIO8 | ωB97M-V/def2-TZVPD

```
12
Properties=species:S:1:pos:R:3
Hg -0.29 0.63 0.48
I 1.33 1.86 -0.55
Cl 1.99 -1.18 1.33
O 2.72 -0.38 0.26
O 0.61 -0.66 1.17
O 1.92 -2.49 0.92
O 2.38 -0.67 2.65
Cl -2.18 0.58 -1.17
O -1.89 0.50 -2.66
O -3.57 0.89 -1.24
O -1.59 -0.74 -0.59
O -1.45 1.65 -0.60
```

Spin multiplicity: 1
Total charge: -1
HOMO-LUMO gap (eV): 7.304
M (g/mol): 526.39
Calculated total energy (a.u.): -1972.65734

=====

Copy entry 6 word for word.
Cl2HgIO8 | ωB97M-V/def2-TZVPD

```
12
Properties=species:S:1:pos:R:3
Hg -0.29 0.63 0.48
I 1.33 1.86 -0.55
Cl 1.99 -1.18 1.33
O 2.72 -0.38 0.26
O 0.61 -0.66 1.17
O 1.92 -2.49 0.92
O 2.38 -0.67 2.65
Cl -2.18 0.58 -1.17
O -1.89 0.50 -2.66
O -3.57 0.89 -1.24
O -1.59 -0.74 -0.59
O -1.45 1.65 -0.60
```

Spin multiplicity: 1
Total charge: -1
HOMO-LUMO gap (eV): 7.304
M (g/mol): 526.39
Calculated total energy (a.u.): -1972.65734